A cluster of 14 separate species, H28O14 in total in a non-equilibrium geometry, computed with ωB97M-V with the def2-TZVPD basis set.

Geometry as ORCA input:
```
! wB97M-V def2-TZVPD RIJCOSX def2/J DEFGRID3
* xyz 0 1
O 3.971 1.794 -1.091
H 4.842 1.779 -0.918
H 3.611 2.532 -0.646
O -2.741 -2.949 0.930
H -3.206 -3.780 0.925
H -3.128 -2.288 0.433
O -0.671 -1.389 1.290
H -1.198 -0.548 1.167
H -1.220 -2.133 1.561
O 3.015 -2.178 -1.913
H 3.375 -2.594 -1.169
H 3.619 -1.593 -2.386
O 0.659 2.748 3.624
H 0.039 2.082 3.416
H 1.140 2.395 4.324
O -3.936 -0.930 -0.540
H -3.538 -0.297 -1.090
H -4.759 -0.387 -0.213
O 0.028 2.440 -3.531
H 0.780 2.772 -3.211
H -0.022 2.238 -4.411
O -2.324 1.330 1.015
H -1.934 1.392 0.110
H -1.548 1.707 1.534
O 0.294 -1.661 -1.626
H 1.052 -2.016 -2.120
H 0.264 -1.751 -0.683
O 1.456 -0.498 2.691
H 0.873 -0.915 2.045
H 2.271 -0.883 2.507
O 2.956 3.206 1.110
H 2.127 2.712 1.323
H 2.942 4.072 1.508
O -0.816 0.696 3.173
H -1.694 0.275 2.897
H -0.177 0.039 3.307
O -0.981 -3.748 -3.794
H -1.485 -3.903 -3.032
H -0.306 -3.094 -3.538
O -1.077 1.163 -1.379
H -0.731 1.715 -2.148
H -0.653 0.283 -1.157
*
```

Computed properties:
- HOMO level (eV) = -10.68
- total energy (eV) = -29119.1232
- gap between HOMO and LUMO (eV) = 10.9
- ΔE to the lowest compared entry with this formula, charge and spin (kcal per mole) = 58.3
- lowest unoccupied orbital energy (eV) = 0.21

Löwdin atomic charge list, values in e, 5 entries: -0.003 -0.036 -0.027 -0.017 0.059